19
Properties=species:S:1:pos:R:3:forces:R:3:mulliken_charge:R:1 method="wB97M-V/def2-TZVPD" homo_energy_ev=-7.436 multiplicity=1 homo_lumo_gap_ev=2.728 fmax_ha_per_bohr=0.0272 lumo_ev=-4.71 energy_ha=-435.38469
O -1.34575 -0.04660 -0.62064 0.09 0.39 0.15 -0.48
C -2.48277 -0.05359 -0.13700 0.11 -1.38 0.21 0.71
N -3.14360 -1.26381 0.04039 0.82 0.50 -0.41 -0.46
C -3.10365 1.12856 0.31067 0.09 0.12 0.10 -0.60
N 2.40161 1.06779 0.53232 -0.34 -0.77 0.87 -0.44
C 1.27746 0.49435 -0.18301 0.24 -0.18 -0.77 -0.47
N 1.59018 -0.27377 -1.37403 0.89 0.48 0.49 -0.54
H -4.13524 -1.25954 0.07622 -0.69 -0.09 0.06 0.21
H -2.71234 -2.00684 -0.49125 -0.15 -0.10 0.08 0.27
H -4.17765 1.15669 0.41998 -0.02 0.29 0.14 0.24
H -2.45665 1.96573 0.52379 -0.23 0.19 -0.18 0.28
H 2.07367 1.57469 1.35716 -0.06 0.12 -0.29 0.29
H 0.55193 1.24898 -0.46923 -0.02 0.21 0.37 0.48
H 0.79113 -0.24438 0.49846 -0.46 0.23 0.01 0.26
H 2.29236 -0.95904 -1.07822 -0.07 0.05 -0.17 0.28
H 2.05700 0.36810 -2.02235 -0.24 -0.37 0.02 0.25
H 3.94404 -1.93859 1.13654 -0.28 0.51 -0.19 0.22
H 3.04187 0.27999 0.88674 0.27 -0.02 -0.79 0.33
O 3.53641 -1.23872 0.59347 0.05 -0.18 0.30 -0.82


18
Properties=species:S:1:pos:R:3:forces:R:3:mulliken_charge:R:1 method="wB97M-V/def2-TZVPD" homo_energy_ev=-12.686 multiplicity=1 homo_lumo_gap_ev=9.036 total_charge=+1 fmax_ha_per_bohr=0.1130 lumo_ev=-3.65 energy_ha=-626.20716
C -2.01717 -1.05387 0.67896 -0.20 -0.87 0.49 -1.05
P -0.68795 0.24082 0.66837 0.78 -1.67 -1.45 0.27
C -1.25350 1.35144 -0.72922 2.86 -1.20 1.65 -1.07
N 0.67426 -0.83841 -0.49672 -3.23 4.71 1.06 -0.72
N 1.90055 -1.06933 -0.05762 1.04 1.51 2.13 0.23
C 2.61268 -0.13172 0.55404 1.89 0.41 -1.01 0.10
N 2.37398 1.17690 0.37538 2.09 0.52 1.48 -0.29
H -2.97941 -0.71294 1.06075 0.10 0.85 0.18 0.39
H -1.84996 -1.93380 1.39855 0.35 1.10 -1.48 0.32
H -2.28957 -1.30704 -0.36041 0.44 -0.51 0.41 0.35
H -1.73325 0.86050 -1.49093 -1.40 -1.23 -1.72 0.38
H -0.35644 1.79775 -1.14641 0.07 0.32 0.00 0.36
H -1.83121 2.05973 -0.24856 -1.39 1.71 0.71 0.39
H 0.16179 -1.53276 -0.94024 -0.15 -1.96 -0.91 0.29
H 2.17951 -2.00019 -0.02491 0.89 -1.87 0.54 0.20
H 3.57489 -0.35754 1.07131 -1.04 -0.43 -0.74 0.37
H 3.04618 1.98678 0.69855 -2.10 -2.60 -0.72 0.29
H 1.44434 1.34332 0.11131 -1.00 1.20 -0.61 0.18


18
Properties=species:S:1:pos:R:3:forces:R:3:mulliken_charge:R:1 method="wB97M-V/def2-TZVPD" homo_energy_ev="-15.079 / -16.357" multiplicity=1 homo_lumo_gap_ev="6.797 / 8.074" total_charge=+2 fmax_ha_per_bohr=0.0643 lumo_ev="-8.28 / -8.28" energy_ha=-682.52510
C -7.65739 0.16568 -0.13379 0.98 -2.39 1.60 0.57
C 1.12074 -1.04733 -2.22264 -2.86 0.21 0.56 -0.69
C 0.16987 -0.57270 0.83156 -3.15 -0.48 -0.88 -0.86
N -7.23696 0.38137 -1.34807 -1.19 0.49 2.82 -0.28
N 2.26883 0.40490 0.31541 -0.02 0.48 1.63 -0.24
N 0.87115 0.25798 -0.07540 0.61 0.52 -1.55 -0.42
S -7.85504 -0.46621 1.25142 -0.18 1.39 -1.80 0.07
H 1.24467 -0.12605 -2.73124 0.47 0.69 -0.31 0.32
H 1.95892 -1.64312 -1.95620 0.40 -0.49 0.20 0.39
H 0.08258 -1.49378 -2.44123 1.93 0.45 0.82 0.29
H 0.48189 -1.57154 0.77615 0.67 -1.71 0.25 0.39
H -0.14138 -0.36567 1.87123 1.16 0.96 -0.11 0.39
H -0.83902 -0.57039 0.34431 0.61 -0.27 0.36 0.30
H -7.49566 -0.36094 -1.96833 0.00 -0.09 -1.20 0.32
H -7.27715 1.36866 -1.51845 0.25 0.60 -1.42 0.33
H 2.88766 -0.42557 0.14681 -0.12 1.19 -0.90 0.37
H 2.53639 1.40887 0.05300 0.36 -2.12 -0.07 0.37
H 2.26247 0.36825 1.34679 0.09 0.55 0.00 0.40


18
Properties=species:S:1:pos:R:3:forces:R:3:mulliken_charge:R:1 method="wB97M-V/def2-TZVPD" homo_energy_ev="-3.744 / -8.581" multiplicity=2 homo_lumo_gap_ev="4.721 / 9.539" fmax_ha_per_bohr=0.0821 lumo_ev="0.98 / 0.96" energy_ha=-339.82602
N 1.43607 2.13040 1.02388 -0.94 1.27 -0.79 -0.37
C 0.15169 2.54158 0.81701 -2.05 -1.20 -1.07 0.01
N -0.88560 1.76073 0.91376 1.17 1.37 0.28 -0.55
H 1.55841 1.25880 1.44453 0.29 -1.35 0.85 0.21
H 2.04376 2.87802 1.25532 0.81 0.18 0.21 0.22
H 0.07458 3.52757 0.33918 0.14 0.07 0.53 0.30
H -1.73254 2.29146 0.66319 0.56 -0.37 0.00 0.21
C 0.30373 -1.91102 1.10447 -1.56 0.88 -1.12 -0.72
N -0.28129 -2.04566 -0.25333 -1.44 -3.05 2.53 -0.22
C -0.01875 -1.23114 -1.25624 2.67 2.73 -0.40 -0.33
N -0.72770 -1.21348 -2.40544 -2.16 -0.68 -2.25 -0.43
H 0.04009 -2.78988 1.68508 0.09 -0.02 0.01 0.30
H -0.09549 -0.99194 1.61086 0.41 -0.64 -0.28 0.18
H 1.37413 -1.83759 0.99182 0.46 -0.02 0.09 0.26
H -1.12513 -2.62107 -0.38898 0.79 0.48 0.64 0.19
H 0.76047 -0.49495 -1.15586 -0.02 0.08 0.19 0.37
H -1.67187 -1.66971 -2.40177 1.16 1.01 -0.03 0.15
H -0.63676 -0.37119 -2.98692 -0.38 -0.73 0.60 0.20


18
Properties=species:S:1:pos:R:3:forces:R:3:mulliken_charge:R:1 method="wB97M-V/def2-TZVPD" smiles="CN[N@@H+](C)/N=C/N" homo_energy_ev=-14.203 multiplicity=1 homo_lumo_gap_ev=11.250 total_charge=+1 fmax_ha_per_bohr=0.1156 lumo_ev=-2.95 energy_ha=-339.55881
C -1.23748 1.72078 -0.01040 -0.65 -2.19 1.35 -1.15
N -1.50462 0.26856 -0.26042 -0.90 3.81 -1.38 -0.51
N -0.44625 -0.59627 0.05079 0.68 3.77 4.55 0.50
C -1.08885 -1.89637 -0.06598 2.78 -0.83 0.35 -0.89
N 0.89947 -0.24332 -0.54124 -3.18 -2.14 -2.22 -0.70
C 1.84362 0.00558 0.26812 -2.41 0.40 0.82 0.08
N 3.01059 0.32078 -0.20629 0.62 -0.27 -0.07 -0.31
H -1.12023 1.88153 1.01230 0.84 -0.26 2.20 0.42
H -0.49281 2.23205 -0.48089 2.55 0.56 -1.80 0.40
H -2.04622 2.36514 -0.09138 -2.44 0.32 -1.07 0.43
H -1.75452 0.24548 -1.23624 0.16 -0.87 -0.53 0.29
H -0.43761 -0.27922 1.12779 0.62 -1.52 -2.23 0.43
H -0.48668 -2.57681 0.47325 0.38 -0.98 0.69 0.39
H -2.08686 -1.89131 0.21051 -1.62 0.40 0.84 0.34
H -0.99263 -2.13957 -1.05618 0.03 -0.82 -2.63 0.41
H 1.53968 0.12139 1.29144 0.87 -0.03 1.01 0.33
H 3.61343 0.75756 0.46097 0.98 0.10 -0.59 0.26
H 3.11610 0.14631 -1.21018 0.68 0.56 0.71 0.28


19
Properties=species:S:1:pos:R:3:forces:R:3:mulliken_charge:R:1 method="wB97M-V/def2-TZVPD" smiles="CNN/C(=N/N)NC" homo_energy_ev=-7.992 multiplicity=1 homo_lumo_gap_ev=8.976 fmax_ha_per_bohr=0.1196 lumo_ev=0.98 energy_ha=-394.47489
C 0.73581 -0.70565 -2.65545 2.96 -3.48 0.48 -0.88
N 1.37368 -0.50012 -1.23621 -2.92 -0.22 -4.81 -0.36
N 0.78702 0.61253 -0.66058 0.25 -4.15 4.54 -0.16
C -0.17053 0.10762 0.30490 -2.83 -2.06 -0.22 0.44
N -0.74610 -1.08569 0.29910 2.39 0.65 -1.32 -0.30
N -1.65143 -1.58355 1.32326 -1.66 -0.27 -1.75 -0.71
N -0.68548 1.08382 1.10541 0.14 -0.17 6.01 -0.38
C 0.30909 2.00253 1.64795 0.72 3.74 1.67 -0.85
H 0.73850 -0.00787 -3.49265 0.33 0.95 0.70 0.30
H 1.29529 -1.65851 -3.12465 -1.14 1.91 1.11 0.27
H -0.22141 -1.04382 -2.43024 -1.88 -0.40 0.09 0.32
H 2.31339 -0.49841 -1.47205 2.46 1.25 0.51 0.27
H 0.48809 1.40093 -1.11740 -0.61 1.97 -1.88 0.25
H -1.55439 -2.72668 1.20149 -0.89 4.07 0.12 0.29
H -2.70457 -1.19709 0.97896 3.50 -1.86 1.24 0.25
H -0.90632 0.61374 2.22057 -0.18 0.73 -4.79 0.37
H 0.63860 2.93099 1.05101 -1.01 -1.45 0.25 0.25
H -0.16875 2.46000 2.61456 0.91 -0.66 -1.75 0.31
H 1.29158 1.61079 1.96912 -0.55 -0.57 -0.20 0.32


20
Properties=species:S:1:pos:R:3:forces:R:3:mulliken_charge:R:1 method="wB97M-V/def2-TZVPD" homo_energy_ev=-6.602 multiplicity=1 homo_lumo_gap_ev=7.438 fmax_ha_per_bohr=0.0646 lumo_ev=0.84 energy_ha=-469.77046
C -1.05082 1.38839 -1.12525 1.21 -0.17 -0.16 -1.32
C -0.83574 0.54765 0.12490 -2.97 -1.48 0.12 0.91
N -1.28188 1.24902 1.27982 0.32 -0.03 -0.13 -0.59
O -0.92077 -1.45144 -1.03992 -0.08 0.30 0.17 -0.44
N -1.34322 -0.75277 0.18961 0.67 1.51 -0.16 -0.80
H -1.72132 -1.92011 -1.29509 0.04 0.08 0.03 0.34
H -0.62876 1.94612 1.60695 -0.05 -0.03 0.05 0.25
H -1.59447 0.61874 2.00617 0.09 -0.02 -0.01 0.31
H -0.86844 0.81371 -2.03086 -0.14 -0.15 0.01 0.26
H -0.35125 2.22757 -1.14455 -0.19 0.20 0.05 0.31
H -2.07985 1.74104 -1.12853 0.09 -0.04 0.16 0.39
N 1.66590 0.04895 -0.88667 0.47 -0.73 -1.01 -0.67
N 1.62592 -1.80773 0.99694 -0.36 0.67 0.28 -0.31
C 0.94563 -0.67873 1.16934 1.40 0.09 -1.27 0.09
N 0.96242 0.34073 0.30240 0.37 -0.46 0.51 -0.01
H 2.43071 0.66805 -1.12575 0.03 0.43 0.95 0.20
H 1.09115 0.09906 -1.72580 -0.58 -0.34 0.58 0.21
H 2.02568 -1.96424 0.08047 -0.06 0.07 0.00 0.28
H 1.49531 -2.56998 1.63888 0.02 0.04 -0.08 0.24
H 0.43378 -0.54403 2.10694 -0.28 0.05 -0.09 0.34


16
Properties=species:S:1:pos:R:3:forces:R:3:mulliken_charge:R:1 method="wB97M-V/def2-TZVPD" smiles=CC(C)N.O homo_energy_ev=-9.262 multiplicity=1 homo_lumo_gap_ev=10.006 fmax_ha_per_bohr=0.0301 lumo_ev=0.74 energy_ha=-250.87881
C 1.44545 -0.67007 1.93430 0.73 0.48 -0.54 -1.44
C 0.75351 -0.29294 0.64193 -0.47 0.00 -0.33 0.83
C 0.38877 -1.48021 -0.26273 1.00 -0.59 1.02 -1.40
N -0.48077 0.41826 0.96944 -0.16 -0.10 0.05 -0.75
H 0.82170 -1.30699 2.54902 0.02 -0.13 0.18 0.34
H 2.41288 -1.11887 1.69738 -0.17 -0.43 0.12 0.36
H 1.72972 0.24951 2.45426 -0.35 -0.07 0.30 0.39
H 1.42035 0.34415 0.06046 0.34 0.16 0.02 0.20
H 0.57304 -1.27597 -1.30905 -0.47 0.14 -0.27 0.34
H 1.05389 -2.31757 -0.01348 0.00 0.07 -0.13 0.30
H -0.60627 -1.83622 -0.01941 -0.30 0.13 -0.34 0.42
H -0.88497 0.78194 0.12286 -0.28 0.14 -0.22 0.20
H -0.30332 1.20960 1.56791 0.12 0.19 0.14 0.21
O -2.54427 2.65916 -3.36642 0.92 0.94 0.38 -0.64
H -2.50922 1.74859 -3.08288 -0.63 -0.26 -0.37 0.32
H -3.27048 2.88761 -3.94358 -0.29 -0.68 -0.01 0.32